Entry 1:
Below is a 3-piece molecular cluster, C31H59N3O9 overall, with properties calculated with ωB97M-V/def2-TZVPD.

Last column: Mulliken charge in e.
CARTESIAN COORDINATES (ANGSTROEM)
C -1.3689 4.9818 0.5578  -0.632
O -2.3829 4.9294 -0.4205  -0.414
C -2.4430 3.7668 -1.2286  -0.885
C -3.3729 2.7044 -0.6669  -0.119
C -2.9286 2.0910 0.6698  0.147
C -3.8867 2.4467 1.8070  0.067
C -3.5198 1.9833 3.2406  -1.086
C -2.1418 1.3489 3.4563  -0.599
C -2.0747 -0.1388 3.1255  -0.322
C -0.7232 -0.7552 3.4537  -0.624
C -0.6475 -2.2447 3.1356  -0.784
C 0.7222 -2.8651 3.4719  -0.441
C 1.4283 -3.4354 2.2338  -1.859
C 2.0691 -2.3857 1.3656  0.265
C 3.1026 -1.6224 1.7449  1.044
C 3.7675 -1.8037 3.0900  -0.863
O 5.1734 -1.6160 2.9570  -0.111
N 5.5940 -0.5717 3.8454  -0.011
O 6.5270 -0.0371 3.4216  -0.194
C 3.6309 -0.5518 0.8405  0.602
O 4.4342 0.2741 1.2161  -0.612
C 3.1355 -0.5129 -0.5574  -0.594
C 2.1267 -1.2734 -0.9533  -0.690
C 1.4762 -2.2131 -0.0098  0.605
O 0.4993 -2.8446 -0.3478  -0.620
H -0.9296 5.9813 0.5384  0.272
H -0.5770 4.2528 0.3576  0.303
H -1.7674 4.7929 1.5598  0.188
H -2.8177 4.0966 -2.2002  0.392
H -1.4321 3.3675 -1.3904  0.448
H -3.4965 1.9205 -1.4184  0.058
H -4.3532 3.1745 -0.5447  0.090
H -1.9129 2.4165 0.9055  0.328
H -2.8891 1.0057 0.5604  -0.057
H -4.0044 3.5350 1.8059  0.370
H -4.8607 2.0318 1.5351  -0.476
H -3.6086 2.8431 3.9073  0.347
H -4.2689 1.2619 3.5807  0.492
H -1.3717 1.8902 2.8985  0.160
H -1.8750 1.4623 4.5124  0.613
H -2.8628 -0.6591 3.6822  0.334
H -2.2924 -0.3049 2.0666  0.116
H -0.4978 -0.6029 4.5157  0.268
H 0.0577 -0.2253 2.8925  0.209
H -0.8603 -2.3879 2.0720  0.336
H -1.4350 -2.7614 3.6905  0.402
H 1.3394 -2.0949 3.9423  0.327
H 0.6183 -3.6587 4.2133  0.499
H 0.6859 -3.9484 1.6232  0.497
H 2.1758 -4.1862 2.5082  0.467
H 3.5754 -2.8077 3.4684  0.397
H 3.3782 -1.0887 3.8212  0.410
H 3.6355 0.1948 -1.2066  0.485
H 1.7212 -1.2443 -1.9562  0.459
C -8.9682 -2.9593 -2.4114  -0.724
O -9.0502 -1.6949 -3.0329  -0.353
C -10.1076 -0.8695 -2.5619  -0.806
C -9.5664 0.3404 -1.8336  -0.185
N -8.9238 -0.0451 -0.5879  -0.278
C -8.2316 1.0323 0.1056  -1.109
C -7.0479 1.6889 -0.5944  -0.401
O -5.9317 0.8348 -0.7589  -0.251
C -5.9349 0.0358 -1.9247  -0.815
H -8.2080 -3.5287 -2.9431  0.244
H -8.6840 -2.8892 -1.3553  0.298
H -9.9194 -3.4978 -2.4749  0.354
H -10.7713 -1.4419 -1.9064  0.417
H -10.6854 -0.5358 -3.4280  0.394
H -10.3988 1.0144 -1.6068  0.362
H -8.8943 0.8702 -2.5239  0.173
H -8.2704 -0.7959 -0.7730  0.121
H -7.8743 0.6378 1.0600  0.402
H -8.9619 1.8148 0.3394  0.433
H -6.7082 2.5128 0.0398  0.368
H -7.3280 2.1238 -1.5619  0.447
H -6.4328 0.5431 -2.7564  0.361
H -6.4187 -0.9328 -1.7691  0.224
H -4.8952 -0.1476 -2.1984  0.323
C 7.4056 -0.8250 0.3122  -0.773
O 6.9977 -0.3658 -0.9664  -0.305
C 7.4442 0.9425 -1.2903  -0.819
C 8.4363 0.9080 -2.4321  -0.234
N 9.6782 0.2727 -2.0235  -0.299
C 10.6335 0.0378 -3.0970  -0.711
C 10.2291 -0.9111 -4.2193  -0.469
O 10.0853 -2.2582 -3.8107  -0.424
C 8.8117 -2.6150 -3.3122  -0.519
H 6.8664 -1.7506 0.5053  0.221
H 8.4832 -1.0239 0.3485  0.362
H 7.1512 -0.1052 1.0889  0.333
H 7.8890 1.4197 -0.4120  0.371
H 6.5742 1.5336 -1.5920  0.402
H 8.6522 1.9352 -2.7438  0.383
H 7.9485 0.4037 -3.2792  0.179
H 9.4640 -0.6057 -1.5684  0.102
H 11.5495 -0.3528 -2.6473  0.379
H 10.8879 1.0041 -3.5466  0.394
H 11.0314 -0.9053 -4.9615  0.346
H 9.3157 -0.5773 -4.7276  0.340
H 8.0161 -2.0515 -3.8095  0.262
H 8.7224 -2.4557 -2.2336  0.159
H 8.6682 -3.6764 -3.5132  0.317

**E_HOMO**: -8.549 eV
**Calculated total energy**: -55994.738 eV
**F_max**: 0.012 hartree/bohr
**Charge**: 0
**SMILES**: COCCCCCCCCCCCC1=C(CON=O)C(=O)C=CC1=O.COCCNCCOC.COCCNCCOC

Entry 2:
Below is C29H71N12O9P5S as an isolated structure in a non-equilibrium geometry, with properties calculated with ωB97M-V/def2-TZVPD.

Last column: Mulliken charge in e.
CARTESIAN COORDINATES (ANGSTROEM)
C 1.3576 4.5764 0.2291  -1.759
C 1.3407 3.0576 0.4203  0.773
O 2.6448 2.5698 0.0756  -0.598
C 0.2583 2.4320 -0.4894  -1.027
N -0.8063 1.7124 0.2445  -0.106
C -0.6754 0.2489 0.0863  -0.820
C -1.3018 -0.5051 1.2492  -0.859
O -2.5843 -1.0729 0.9514  -0.560
C -3.5193 -0.1652 0.5875  -0.040
C -4.1563 -0.3278 -0.5978  -0.580
C -5.1312 0.5963 -1.0738  -0.197
O -5.7259 0.3413 -2.2905  -0.548
C -5.4895 1.7111 -0.3656  0.406
P -6.7070 2.8812 -1.0473  -0.186
P -8.1592 3.3812 0.4829  0.948
O -9.3171 3.9736 -0.2201  -0.714
O -7.6545 4.3772 1.6209  -0.492
O -8.5846 1.9891 1.1547  -0.514
C -4.8663 1.8904 0.9032  0.626
N -5.0802 2.8878 1.7633  -0.558
S -4.1357 2.6137 3.0251  0.095
N -3.3993 1.2557 2.5883  -0.583
C -3.8919 0.9629 1.3806  0.954
H 0.4988 5.0709 0.6816  0.361
H 1.3853 4.7747 -0.8459  0.451
H 2.2598 5.0023 0.6662  0.460
H 1.2023 2.8163 1.4778  0.311
H 3.0184 3.1694 -0.5770  0.343
H 0.7683 1.7527 -1.1740  0.222
H -0.2127 3.2349 -1.0584  0.441
H -0.6067 1.8721 1.2265  0.181
H 0.4003 0.0184 0.1208  0.441
H -1.0202 -0.0895 -0.8914  0.527
H -1.3108 0.1130 2.1490  0.402
H -0.6579 -1.3517 1.4860  0.458
H -3.9012 -1.1854 -1.2070  0.576
H -5.2041 0.7736 -2.9755  0.336
H -5.9663 4.0729 -1.1935  0.063
H -8.2885 5.1103 1.6029  0.350
H -9.3156 1.6738 0.6026  0.339
O 0.4288 -0.8862 -3.1840  -0.741
P 0.2053 -1.5600 -4.5015  0.683
N -0.7073 -2.9232 -4.0359  0.475
C -0.3925 -4.3336 -4.1299  -1.580
C -1.9057 -2.6446 -3.2597  -0.879
N 1.8584 -1.8513 -4.9206  0.182
C 2.4184 -3.1767 -5.0841  -1.064
C 2.8313 -0.9714 -4.2784  -1.100
N -0.2603 -1.6069 -6.1185  0.083
C -1.4180 -2.3134 -6.6448  -0.884
C 0.5384 -0.9604 -7.1574  -0.974
H -1.2671 -4.8957 -4.4820  0.351
H -0.0929 -4.7503 -3.1628  0.752
H 0.3863 -4.5557 -4.8522  0.287
H -2.6731 -2.1405 -3.8657  0.268
H -1.6909 -2.0055 -2.3978  0.068
H -2.3464 -3.5661 -2.8819  0.416
H 2.4024 -3.7610 -4.1556  0.242
H 3.4576 -3.0992 -5.4113  0.397
H 1.9065 -3.7287 -5.8765  0.281
H 3.0785 -1.2916 -3.2590  0.321
H 2.4620 0.0498 -4.2289  0.329
H 3.7509 -0.9545 -4.8702  0.381
H -1.1418 -3.3275 -6.9468  0.258
H -1.8177 -1.7991 -7.5216  0.358
H -2.2350 -2.3668 -5.9318  0.208
H 1.1809 -1.6894 -7.6579  0.292
H 1.1638 -0.1729 -6.7489  0.303
H -0.1048 -0.4938 -7.9076  0.365
O 2.4315 7.3006 2.0310  -0.902
P 2.2773 7.4660 3.5147  1.035
N 2.3580 9.1684 3.6660  0.229
C 3.3638 10.0011 4.2797  -1.139
C 1.3613 9.9133 2.9089  -1.129
N 3.7286 6.5913 3.9279  0.188
C 4.8729 7.2073 4.5624  -1.219
C 4.1773 5.6049 2.9506  -0.758
N 1.6952 7.2065 5.0775  0.009
C 1.0788 8.2118 5.9296  -0.906
C 1.8329 5.9077 5.7336  -0.931
H 2.8928 10.7984 4.8692  0.398
H 4.0145 10.4718 3.5331  0.327
H 3.9885 9.4642 4.9856  0.332
H 0.3516 9.7639 3.3158  0.328
H 1.3438 9.6127 1.8581  0.275
H 1.5669 10.9822 2.9409  0.409
H 5.3439 7.9746 3.9339  0.332
H 5.6272 6.4479 4.7806  0.400
H 4.6068 7.6361 5.5326  0.299
H 4.7404 6.0569 2.1243  0.304
H 3.3365 5.0625 2.5281  -0.043
H 4.8173 4.8687 3.4449  0.401
H 1.8345 8.6982 6.5528  0.268
H 0.3400 7.7562 6.5924  0.364
H 0.5449 8.9693 5.3637  0.236
H 2.6963 5.9060 6.4034  0.281
H 1.9545 5.1059 5.0126  0.250
H 0.9402 5.6722 6.3187  0.373
O 0.4951 -6.9207 -1.6243  -0.863
P 0.4020 -7.5306 -0.2627  0.818
N 1.9062 -7.0841 0.4142  0.237
C 3.0060 -7.9064 0.8576  -1.119
C 2.2137 -5.6602 0.3772  -1.031
N 0.2372 -9.1885 -0.7337  0.190
C 1.2046 -10.2127 -0.4033  -1.176
C -0.2838 -9.4068 -2.0805  -1.112
N -0.3483 -7.8270 1.2131  0.068
C 0.1067 -7.3422 2.5072  -0.898
C -1.5309 -8.6808 1.3041  -0.956
H 3.4016 -7.5347 1.8114  0.406
H 3.8277 -7.9156 0.1315  0.329
H 2.7160 -8.9330 1.0568  0.320
H 1.5593 -5.0893 1.0500  0.278
H 2.0977 -5.2464 -0.6276  0.238
H 3.2399 -5.4756 0.6916  0.395
H 2.1855 -10.0331 -0.8620  0.331
H 0.8473 -11.1837 -0.7526  0.404
H 1.3163 -10.3189 0.6790  0.290
H 0.4908 -9.3101 -2.8510  0.325
H -1.0771 -8.7007 -2.3118  0.335
H -0.7146 -10.4098 -2.1445  0.386
H 0.7725 -8.0722 2.9765  0.265
H -0.7401 -7.1812 3.1776  0.358
H 0.6190 -6.3875 2.4397  0.219
H -1.2523 -9.6920 1.6115  0.289
H -2.0550 -8.7408 0.3556  0.298
H -2.2422 -8.2819 2.0312  0.367

**E_HOMO**: -8.088 eV
**Calculated total energy**: -124811.211 eV
**F_max**: 0.120 hartree/bohr
**Charge**: 0
**Energy above the lowest of the compared OMol25 structures with the same formula, charge and spin**: 0.0000 eV

Entry 3:
Below is a 2-piece molecular cluster, C5H8P2 overall in a non-equilibrium geometry, with properties calculated with ωB97M-V/def2-TZVPD.

Last column: Mulliken charge in e.
CARTESIAN COORDINATES (ANGSTROEM)
C -0.8867 0.0927 -1.1347  -0.383
C -0.8757 1.3915 -0.6761  -0.522
C -0.5014 -0.7776 -0.1784  -0.444
C -0.2681 1.4852 0.7000  -0.816
C 0.1741 -0.0332 0.9413  0.089
P -0.3963 -3.1433 -0.9666  0.025
P 1.9769 -0.3904 0.5864  -0.056
H -1.1782 -0.2265 -2.1122  0.408
H -1.2155 2.2354 -1.1233  0.530
H 0.6595 2.0144 0.9835  0.354
H -1.1715 1.8501 1.2446  0.340
H -0.1540 -0.1748 1.9869  0.409
H -0.1723 -3.3088 0.3944  -0.053
H 2.1500 0.5575 -0.6142  0.051
H 1.8594 -1.5720 -0.0315  0.069

**E_HOMO (spin up / spin down)**: -6.672 / -6.660 eV
**Calculated total energy**: -23885.461 eV
**F_max**: 0.106 hartree/bohr
**Charge**: 0
**Energy above the lowest of the compared OMol25 structures with the same formula, charge and spin**: 5.1107 eV

Entry 4:
Below is a 2-piece molecular cluster, C25H33N4 overall in a non-equilibrium geometry, with properties calculated with ωB97M-V/def2-TZVPD.

Last column: Mulliken charge in e.
CARTESIAN COORDINATES (ANGSTROEM)
C 5.9806 2.6852 -1.1029  -0.932
N 4.5378 2.4552 -1.0902  0.177
C 3.5947 3.3500 -1.5199  -1.080
C 2.3169 2.8186 -1.3276  0.898
C 1.1002 3.5171 -1.5369  -0.796
C -0.2101 2.9569 -1.4673  0.689
C -0.5070 1.6490 -1.9139  -1.544
C -1.7447 1.0811 -1.7278  1.064
C -2.7665 1.8207 -1.0856  0.417
N -4.0378 1.2643 -0.9085  0.018
C -4.3887 -0.0505 -1.4828  -0.572
C -3.1890 -0.9919 -1.5072  -0.831
C -1.9852 -0.3286 -2.1891  -1.024
C -5.1492 2.0563 -0.3446  -0.603
C -4.6559 3.0626 0.6899  -0.833
C -3.5192 3.9253 0.1258  -1.031
C -2.4955 3.1372 -0.6427  0.674
C -1.2596 3.6923 -0.8718  -1.171
C 2.5079 1.5195 -0.7123  1.547
C 1.6214 0.5648 -0.1951  -0.120
C 2.1175 -0.5868 0.3624  -1.093
C 3.4954 -0.8044 0.4419  -0.487
C 4.3866 0.1378 -0.0109  -1.146
C 3.8948 1.3122 -0.5908  -0.299
H 6.5128 1.8327 -0.6870  0.290
H 6.3246 2.8451 -2.1225  0.349
H 6.2266 3.5665 -0.5140  0.346
H 3.8219 4.3152 -1.9301  0.467
H 1.1773 4.5890 -1.6171  0.455
H 0.2574 1.0888 -2.4242  0.723
H -5.2143 -0.4858 -0.9106  0.421
H -4.7587 0.1132 -2.5000  0.258
H -2.9230 -1.2674 -0.4792  0.307
H -3.4433 -1.9328 -2.0147  0.376
H -2.1305 -0.3256 -3.2760  0.322
H -1.0766 -0.9188 -2.0127  0.365
H -5.6461 2.5760 -1.1698  0.268
H -5.8892 1.3784 0.0930  0.416
H -5.4826 3.6997 1.0340  0.376
H -4.3002 2.5255 1.5778  0.309
H -3.9291 4.6962 -0.5354  0.345
H -3.0184 4.4678 0.9395  0.439
H -1.0572 4.6913 -0.5294  0.518
H 0.5623 0.7396 -0.2101  0.432
H 1.4379 -1.3274 0.7506  0.641
H 3.8645 -1.7200 0.8731  0.387
H 5.4472 -0.0108 0.0804  0.272
C 2.6970 -4.0632 2.0312  -0.764
N 1.9574 -5.2015 2.5375  -0.521
N 0.4856 -4.9869 2.6342  0.199
C -0.3494 -5.7667 1.7167  -1.004
C 0.0126 -5.0358 4.0184  -0.884
H 3.7645 -4.2827 1.9859  0.357
H 2.3484 -3.7723 1.0397  0.233
H 2.5526 -3.2145 2.6977  0.238
H 2.1359 -6.0377 1.9742  0.266
H -1.3848 -5.4381 1.7850  0.326
H -0.0118 -5.6254 0.6924  0.301
H -0.3033 -6.8287 1.9527  0.353
H -1.0293 -4.7250 4.0712  0.331
H 0.1079 -6.0411 4.4260  0.330
H 0.6081 -4.3608 4.6294  0.235

**E_HOMO**: -9.765 eV
**Calculated total energy**: -32413.932 eV
**F_max**: 0.041 hartree/bohr
**Charge**: +1
**Energy above the lowest of the compared OMol25 structures with the same formula, charge and spin**: 0.1760 eV

Entry 5:
Below is C4H8OS as an isolated structure in a non-equilibrium geometry, with properties calculated with ωB97M-V/def2-TZVPD.

Last column: Mulliken charge in e.
CARTESIAN COORDINATES (ANGSTROEM)
C -0.9525 1.2027 -0.9357  -0.631
C -0.1214 0.5233 0.1376  -0.443
C 1.7083 -1.1695 0.4936  -1.189
C 0.2025 -0.9639 0.1215  -0.099
O -2.6221 2.0793 0.7218  -0.544
S -2.4466 0.7904 0.0640  0.357
H -0.8726 2.3042 -1.1149  0.334
H -0.9814 0.6852 -1.8795  0.340
H 0.1474 1.1717 0.9787  0.351
H 2.3511 -1.1928 -0.3136  0.371
H 1.8019 -2.2101 0.7089  0.368
H 2.0849 -0.4303 1.2275  0.297
H -0.4339 -1.5645 0.7978  0.304
H 0.1344 -1.2257 -1.0077  0.183

**E_HOMO (spin up / spin down)**: -7.763 / -7.936 eV
**Calculated total energy**: -17157.257 eV
**F_max**: 0.061 hartree/bohr
**Charge**: 0
**Energy above the lowest of the compared OMol25 structures with the same formula, charge and spin**: 3.1930 eV

Entry 6:
Below is C2H2IN3 in the gas phase in a non-equilibrium geometry, with properties calculated with ωB97M-V/def2-TZVPD.

Last column: Mulliken charge in e.
CARTESIAN COORDINATES (ANGSTROEM)
C 0.9567 0.9519 -0.0402  -0.041
C 0.1698 -1.0462 0.0377  0.078
N 1.3046 -0.4046 -0.0461  -0.566
N -0.3076 1.1393 0.0128  -0.424
N -0.8419 -0.1369 0.0775  -0.007
I -2.9122 -0.1716 0.0065  0.281
H 1.7001 1.7970 -0.1255  0.338
H -0.0697 -2.1289 0.0772  0.341

**E_HOMO**: -9.825 eV
**Calculated total energy**: -14675.891 eV
**F_max**: 0.043 hartree/bohr
**Charge**: 0
**Energy above the lowest of the compared OMol25 structures with the same formula, charge and spin**: 0.8389 eV
**SMILES**: In1cncn1

Which value of calculated total energy does entry 4 give?
-32413.932 eV